A molecular structure, C19H28N6O2Pt at a distorted geometry, computed with ωB97M-V/def2-TZVPD.

```
56
Properties=species:S:1:pos:R:3:lowdin_spin:R:1
Pt 0.81 -0.63 -0.14 1.19
O 3.23 0.72 1.04 0.03
O 0.39 -3.44 0.93 0.03
N 0.80 1.99 -1.16 0.09
N -1.60 -1.70 -1.23 0.09
N 2.44 -1.64 -1.25 0.10
N 0.34 0.44 2.96 0.62
N -0.81 0.29 0.90 0.19
N -1.93 1.07 2.80 0.01
C -3.08 1.46 2.02 0.01
C 3.39 -2.29 -1.43 0.02
C 2.26 0.19 0.67 0.15
C -0.48 -1.45 -3.92 0.31
C 0.79 4.59 -0.88 0.00
C -3.97 -2.72 -0.89 0.00
C 0.56 -2.34 0.60 0.15
C -0.35 0.97 -3.79 0.06
C 0.99 1.61 3.56 0.07
C -0.81 0.60 2.18 0.05
C 0.64 -0.84 3.58 0.07
C -1.11 -0.20 -3.79 0.08
C 0.77 3.15 -1.05 0.01
C 1.67 -0.34 -4.03 0.10
C 4.58 -3.08 -1.62 0.00
C -2.09 1.03 4.26 0.00
C -2.66 -2.15 -1.09 0.01
C 1.04 0.89 -3.92 0.31
C 0.91 -1.52 -4.03 0.08
H 1.59 -1.25 3.20 0.04
H 0.71 1.72 4.62 0.04
H 4.31 -4.09 -1.93 0.00
H 5.23 -2.61 -2.37 0.00
H -0.85 1.93 -3.68 0.00
H 5.12 -3.12 -0.66 0.00
H 1.64 1.81 -3.91 0.01
H -0.16 -1.56 3.40 0.00
H -0.24 4.97 -0.91 0.00
H -2.24 2.05 4.64 0.00
H -1.06 -2.37 -3.91 0.01
H -2.84 2.30 1.35 0.00
H 1.40 -2.49 -4.11 0.00
H 2.08 1.49 3.50 0.02
H -1.62 0.58 0.36 0.01
H 0.70 2.52 3.02 0.00
H -3.87 1.79 2.70 0.00
H -1.21 0.58 4.73 0.00
H 2.76 -0.39 -4.11 0.00
H -4.67 -1.93 -0.57 0.00
H -3.47 0.62 1.42 0.00
H -2.98 0.44 4.50 0.00
H 1.38 5.03 -1.70 0.00
H -4.32 -3.17 -1.84 0.00
H -2.19 -0.14 -3.68 0.00
H -3.90 -3.49 -0.11 0.00
H 0.75 -0.71 4.67 0.02
H 1.25 4.83 0.08 0.00
```

calculated total energy = -36391.8517 eV
largest force on an atom = 8.080 eV Å⁻¹
energy above the lowest of the compared OMol25 structures with the same formula, charge and spin = 0.0 kJ/mol
charge = +4
2S+1 = 5
frontier orbital gap (spin up / spin down) = 0.327 / 0.197 Ha
LUMO (spin up / spin down) = -12.026 / -15.872 eV